This record from OMol25 describes a single C16H31N3O3 molecule in a non-equilibrium geometry. The level of theory is the ωB97M-V functional and the def2-TZVPD basis.

## Properties
energy relative to the best compared isomer or geometry (same formula, charge and spin) = 17.073 eV
LUMO = 0.2 eV
SMILES = CCCCN(CCCC)C[C@H](O)CN1C(=O)NC(C)(C)C1=O
Kohn-Sham gap = 8.7 eV

Geometry as XYZ:
```
53
Properties=species:S:1:pos:R:3:forces:R:3
C 4.138 1.054 -2.750 -8.5 2.2 -1.0
C 3.399 1.449 -1.347 -1.4 -2.4 -4.1
C 1.827 1.023 -1.316 6.9 0.8 0.0
C 1.739 -0.436 -1.387 2.6 -0.8 -1.2
N 0.382 -0.596 -1.531 -2.0 -6.5 -3.2
C -0.317 -0.526 -0.360 -1.7 2.5 1.2
H -1.260 -0.806 -0.560 -3.8 -0.8 -1.3
C -0.146 -1.265 0.868 3.2 -6.6 0.3
O -1.328 -1.822 1.359 -0.2 -1.5 3.2
H -1.111 -2.160 2.380 -1.0 1.5 -3.6
C 0.540 -0.647 1.924 3.8 4.0 4.3
N -0.330 0.424 2.505 0.9 -1.4 3.9
C -0.981 0.291 3.688 -2.3 -12.1 0.7
O -1.147 -1.066 4.254 1.3 7.7 -2.7
C -1.940 1.430 3.961 3.8 -6.5 2.7
N -1.215 2.198 3.070 -8.3 12.3 3.2
C -0.244 1.841 2.348 1.3 -3.9 -4.8
O 0.339 2.292 1.411 1.3 2.0 -0.1
H -1.810 3.235 3.062 3.3 -3.2 -0.9
C -3.319 0.910 3.729 -3.0 3.4 -1.8
H -3.998 1.972 3.857 1.2 -3.2 0.2
H -3.640 0.008 4.277 0.4 1.0 0.5
H -3.540 0.639 2.676 0.6 0.2 0.3
C -1.595 1.574 5.464 -11.5 6.3 -8.8
H -0.899 2.102 5.521 11.9 7.1 1.1
H -2.361 2.605 5.782 1.4 -2.6 -0.6
H -1.783 1.036 6.155 -2.3 -8.1 7.9
H 1.313 0.011 1.541 0.6 -0.2 -0.6
H 1.187 -1.230 2.746 -2.4 0.8 -1.5
H 0.668 -2.187 0.722 -1.8 1.7 -0.6
H -0.460 0.506 -0.158 0.1 1.4 0.8
C 0.014 -2.025 -2.171 4.5 -1.7 2.0
C -1.314 -2.174 -2.817 7.2 3.7 -5.9
C -1.328 -0.893 -3.850 -5.1 -9.4 -3.4
C -0.379 -1.046 -5.024 2.2 -2.1 4.8
H -0.790 -0.438 -5.703 0.3 3.8 -2.7
H -0.644 -1.908 -5.545 0.0 -2.4 -0.3
H 0.712 -1.177 -4.564 -2.0 1.2 -2.0
H -1.274 -0.093 -3.321 0.2 5.3 3.1
H -2.449 -1.155 -4.320 2.5 1.7 1.0
H -1.252 -3.149 -3.232 0.1 -0.8 -1.6
H -1.981 -2.340 -2.180 -6.2 0.0 5.5
H 0.119 -2.948 -1.419 -0.1 2.1 -0.7
H 0.988 -2.309 -2.826 -2.6 0.9 0.8
H 2.185 -0.913 -2.444 -0.4 1.4 3.1
H 2.227 -0.846 -0.397 -0.6 -0.1 -2.0
H 1.603 1.528 -0.443 -1.6 0.4 1.9
H 1.540 1.534 -2.153 -1.8 1.0 -2.1
H 3.392 2.506 -1.315 0.8 1.0 0.9
H 3.998 0.780 -0.804 0.7 0.1 2.4
H 3.492 1.601 -3.636 1.5 -1.1 1.9
H 4.066 0.055 -3.024 0.6 -1.8 0.0
H 4.968 1.550 -2.703 5.4 2.0 -0.2
```
Forces are in eV/Å.

***

This record from OMol25 describes a molecular structure, C34H25IN9O2RhS. The level of theory is the ωB97M-V functional and the def2-TZVPD basis.

## Properties
energy relative to the best compared isomer or geometry (same formula, charge and spin) = 0.194 eV
LUMO = -6.7 eV
Kohn-Sham gap = 6.1 eV
total charge = +2

Geometry as XYZ:
```
73
Properties=species:S:1:pos:R:3:forces:R:3
Rh 0.202 0.585 0.023 0.0 0.5 0.4
C -2.377 -0.797 -3.169 0.0 0.0 0.0
C -1.610 0.059 -2.380 -0.1 0.0 0.0
N -0.981 -0.416 -1.315 -0.1 0.0 0.0
C -1.105 -1.730 -1.010 0.1 -0.1 0.2
C -1.866 -2.549 -1.822 -0.1 0.0 -0.1
N -2.498 -2.088 -2.901 0.1 0.0 0.1
C -0.375 -2.176 0.208 -0.1 0.2 -0.1
C -0.432 -3.410 0.824 0.0 0.0 -0.1
C 0.270 -3.613 2.017 0.0 0.1 0.0
C 0.989 -2.547 2.566 0.0 -0.1 0.0
C 1.014 -1.332 1.910 0.0 0.0 0.0
N 0.366 -1.199 0.747 0.0 -0.3 -0.2
C 1.653 -0.080 2.368 0.0 0.0 0.0
C 2.458 0.046 3.485 0.0 0.0 0.0
N 3.000 1.209 3.837 0.0 0.0 0.0
C 2.750 2.259 3.075 0.0 0.0 0.0
C 1.945 2.173 1.939 0.0 0.0 0.1
N 1.404 1.011 1.606 0.1 -0.1 0.0
C 0.223 -4.920 2.704 0.0 0.0 0.0
C 0.251 -6.105 1.977 0.0 0.0 0.0
C 0.212 -7.308 2.668 0.0 0.0 0.0
N 0.135 -7.390 3.992 0.0 0.1 0.0
C 0.100 -6.253 4.680 0.0 -0.1 0.0
C 0.148 -4.999 4.089 0.0 0.0 0.0
H -2.899 -0.415 -4.037 0.0 0.0 0.0
H -1.476 1.113 -2.604 0.0 0.0 0.1
H -1.973 -3.605 -1.605 0.0 0.0 0.0
H -1.047 -4.201 0.417 0.0 0.0 0.0
H 1.524 -2.678 3.495 0.0 0.0 0.0
H 2.678 -0.806 4.116 0.0 0.0 0.0
H 3.196 3.203 3.360 0.0 0.0 0.0
H 1.721 3.022 1.307 0.0 0.0 0.0
H 0.336 -6.112 0.898 0.0 0.0 0.0
H 0.247 -8.248 2.130 0.0 0.0 0.0
H 0.028 -6.347 5.757 0.0 0.0 0.0
H 0.090 -4.114 4.710 0.0 0.0 0.0
C 1.915 -2.429 -2.698 0.0 0.0 0.0
N 1.550 -1.198 -3.391 -0.1 0.0 0.0
C 1.146 -1.105 -4.707 0.1 0.0 0.0
C 0.985 0.207 -4.987 -0.1 0.1 0.1
N 1.274 0.896 -3.828 0.2 -0.1 0.1
C 1.623 0.032 -2.856 0.0 0.0 0.0
S 2.170 0.459 -1.272 0.0 -0.2 -0.1
C 1.240 2.323 -3.627 -0.3 0.1 -0.1
C 2.214 3.119 -4.190 0.0 0.0 0.0
C 2.123 4.483 -3.951 0.0 0.0 0.0
C 1.081 4.955 -3.168 0.0 0.0 0.0
C 0.160 4.051 -2.660 0.0 -0.1 0.0
N 0.225 2.739 -2.889 0.2 0.1 -0.1
H 1.686 -3.268 -3.349 0.0 0.0 0.0
H 1.348 -2.513 -1.774 0.1 0.0 -0.1
H 2.976 -2.423 -2.463 0.0 0.0 0.0
H 1.029 -1.974 -5.331 0.0 0.0 0.0
H 0.691 0.710 -5.891 0.0 0.0 0.0
H 3.013 2.690 -4.780 0.0 0.0 0.0
H 2.855 5.162 -4.366 0.0 0.0 0.0
H 0.976 6.010 -2.957 0.0 0.0 0.0
H -0.664 4.381 -2.042 0.0 0.0 0.0
I -5.289 6.356 3.649 0.0 0.0 0.0
C -3.998 5.012 2.740 0.0 0.0 0.0
C -3.080 5.469 1.799 0.0 0.0 0.0
C -2.221 4.572 1.193 0.0 0.0 0.0
C -2.276 3.220 1.529 0.0 0.1 0.0
C -3.197 2.768 2.473 0.0 0.0 0.0
C -4.060 3.663 3.079 0.0 0.0 0.0
C -1.363 2.277 0.891 0.1 -0.2 -0.2
O -0.506 2.624 0.010 -0.1 -0.4 0.1
O -1.373 1.023 1.208 -0.2 0.4 0.0
H -3.041 6.519 1.544 0.0 0.0 0.0
H -1.501 4.913 0.462 0.0 0.0 0.0
H -3.236 1.718 2.727 0.0 0.0 0.0
H -4.777 3.317 3.809 0.0 0.0 0.0
```
Forces are in eV/Å.

***

This record from OMol25 describes a single C2H7ClN2 molecule in a non-equilibrium geometry. The level of theory is the ωB97M-V functional and the def2-TZVPD basis.

## Properties
energy relative to the best compared isomer or geometry (same formula, charge and spin) = 0.902 eV
LUMO = 1.0 eV
SMILES = CCN(N)Cl
Kohn-Sham gap = 9.9 eV

Geometry as XYZ:
```
12
Properties=species:S:1:pos:R:3:forces:R:3
C -1.418 0.544 0.370 1.4 3.6 -1.6
C -0.028 0.761 -0.184 1.7 -0.3 -2.2
N 0.697 -1.451 0.051 -1.4 -1.8 -3.7
N 0.946 -0.173 0.361 0.8 -0.8 1.1
Cl 2.669 0.323 -0.020 -0.4 0.1 -0.3
H -1.436 0.486 1.403 -0.2 -0.8 2.0
H -1.842 1.553 0.117 -0.6 -1.2 0.0
H -1.755 -0.235 -0.232 -1.5 -1.3 -0.2
H -0.140 0.522 -1.293 0.3 0.6 0.8
H 0.486 1.743 -0.129 -0.9 -0.4 0.3
H 0.720 -1.867 -0.977 -0.1 2.2 1.9
H 1.101 -2.207 0.535 0.8 0.0 1.7
```
Forces are in eV/Å.